Entry 1:
DFT (the ωB97M-V functional and the def2-TZVPD basis) results for 14 unconnected molecules or ions with the total composition C47H122Cl6N6O17 in a non-equilibrium geometry.

For the HOMO energy (spin up / spin down), the calculation gives -9.6696 / -9.6696 eV. The gap between HOMO and LUMO (spin up / spin down) comes out at 7.629 / 2.640 eV. Its charge is +1. The multiplicity is 2.

XYZ file:
```
198
C47H122Cl6N6O17 the ωB97M-V functional and the def2-TZVPD basis
Cl 4.307 -3.759 -2.741
C 3.010 -3.177 -1.657
C 1.626 -3.643 -2.172
Cl 1.251 -3.024 -3.779
H 3.075 -2.093 -1.565
H 3.256 -3.556 -0.664
H 0.891 -3.288 -1.450
H 1.550 -4.724 -2.055
Cl -7.294 -1.703 -0.958
C -6.092 -2.953 -0.632
C -6.437 -3.802 0.659
Cl -5.062 -4.766 0.964
H -5.090 -2.527 -0.584
H -6.055 -3.553 -1.541
H -7.336 -4.407 0.541
H -6.444 -3.164 1.543
Cl -1.597 3.669 -4.376
C -3.416 3.625 -4.492
C -3.970 2.458 -5.355
Cl -3.451 2.705 -7.020
H -3.782 4.566 -4.904
H -3.837 3.632 -3.486
H -5.053 2.334 -5.329
H -3.481 1.559 -4.982
C -2.274 1.781 3.319
O -1.686 0.635 2.772
H -2.910 1.683 4.198
H -1.512 2.511 3.594
H -2.780 2.357 2.544
H -1.670 -0.120 3.366
C 5.048 -2.189 5.217
O 6.361 -1.725 5.071
H 4.406 -1.387 5.581
H 4.608 -2.632 4.324
H 5.134 -2.976 5.967
H 6.922 -2.435 4.749
C -8.606 1.624 -0.334
O -9.322 2.640 0.399
H -7.531 1.700 -0.174
H -8.881 0.596 -0.096
H -8.782 1.887 -1.377
H -9.251 2.326 1.304
C -2.144 -2.736 -2.052
O -1.807 -2.655 -0.615
H -2.384 -3.751 -2.371
H -2.965 -2.087 -2.356
H -1.263 -2.418 -2.611
H -1.615 -1.730 -0.443
C -7.412 4.838 -3.359
O -5.965 4.602 -3.345
H -7.859 4.324 -4.210
H -7.788 4.499 -2.394
H -7.616 5.900 -3.495
H -5.562 5.048 -2.596
C 3.131 -2.601 1.888
O 2.636 -1.606 0.938
C 1.203 -1.503 0.951
C 0.680 -0.313 0.102
N -0.751 -0.332 0.226
C -1.278 0.670 -0.679
C -2.785 0.624 -0.675
O -3.399 1.447 -1.730
C -4.743 1.154 -1.868
H 2.854 -3.653 1.828
H 2.897 -2.338 2.920
H 4.219 -2.549 1.859
H 0.984 -1.179 1.968
H 0.854 -2.468 0.585
H 1.024 -0.436 -0.925
H 1.041 0.643 0.481
H -1.035 -0.039 1.150
H -1.020 0.470 -1.718
H -1.030 1.700 -0.421
H -3.183 0.964 0.281
H -3.099 -0.417 -0.747
H -5.317 1.837 -2.494
H -5.266 1.187 -0.912
H -4.794 0.174 -2.344
C 2.554 0.267 -3.875
O 1.977 0.548 -5.151
C 0.642 1.098 -5.021
C 0.218 1.230 -6.505
N 0.167 -0.053 -7.268
C -0.319 0.108 -8.655
C -0.273 -1.096 -9.602
O 1.080 -1.282 -10.027
C 1.429 -2.544 -10.430
H 2.886 1.132 -3.301
H 3.499 -0.235 -4.079
H 1.989 -0.431 -3.257
H 0.696 2.089 -4.572
H -0.001 0.535 -4.345
H 0.802 2.007 -6.999
H -0.757 1.716 -6.543
H 1.018 -0.597 -7.299
H 0.327 0.826 -9.161
H -1.354 0.443 -8.722
H -0.896 -0.932 -10.481
H -0.628 -1.931 -8.997
H 0.653 -2.968 -11.067
H 1.573 -3.190 -9.564
H 2.384 -2.549 -10.954
C 0.905 3.832 -1.315
O 1.601 2.884 -0.499
C 3.030 2.897 -0.711
C 3.573 1.585 -0.131
N 5.026 1.366 -0.100
C 5.454 0.163 0.595
C 5.637 0.392 2.182
O 6.590 1.426 2.460
C 7.052 1.462 3.850
H 0.911 3.485 -2.348
H 1.358 4.822 -1.263
H -0.094 3.790 -0.879
H 3.485 3.844 -0.421
H 3.244 2.924 -1.779
H 3.235 0.720 -0.702
H 3.214 1.516 0.895
H 5.535 2.149 0.285
H 6.411 -0.290 0.335
H 4.772 -0.678 0.470
H 5.965 -0.515 2.690
H 4.684 0.679 2.626
H 7.843 2.211 3.889
H 7.451 0.484 4.120
H 6.248 1.746 4.529
C 7.410 -3.743 -0.197
O 6.864 -2.886 0.803
C 6.797 -3.476 2.087
C 8.208 -3.597 2.739
N 8.083 -4.057 4.149
C 9.382 -4.043 4.801
C 9.367 -4.731 6.138
O 9.326 -6.169 5.860
C 8.949 -6.928 7.045
H 6.865 -4.659 -0.424
H 8.411 -3.919 0.199
H 7.369 -3.236 -1.161
H 6.189 -4.380 2.063
H 6.145 -2.781 2.616
H 8.666 -2.613 2.840
H 8.895 -4.224 2.172
H 7.711 -4.991 4.238
H 9.640 -3.006 5.019
H 10.189 -4.470 4.206
H 8.437 -4.451 6.634
H 10.246 -4.528 6.750
H 8.908 -8.006 6.889
H 7.949 -6.609 7.339
H 9.635 -6.706 7.862
C -7.765 5.387 0.838
O -6.317 5.453 0.809
C -5.770 4.189 0.324
C -4.346 4.565 -0.143
N -4.429 5.546 -1.237
C -3.039 5.929 -1.636
C -3.105 6.897 -2.825
O -3.484 8.244 -2.374
C -2.408 9.084 -1.862
H -8.196 6.380 0.960
H -8.044 4.852 1.746
H -8.272 4.932 -0.013
H -6.329 3.784 -0.519
H -5.711 3.530 1.190
H -3.840 3.667 -0.497
H -3.671 4.919 0.635
H -4.894 6.351 -0.844
H -2.538 5.009 -1.938
H -2.523 6.380 -0.789
H -3.844 6.539 -3.542
H -2.134 6.871 -3.320
H -1.964 8.625 -0.978
H -2.827 10.030 -1.521
H -1.737 9.282 -2.697
C -5.290 -3.137 4.930
O -4.463 -1.977 4.853
C -4.089 -1.599 3.537
C -2.775 -2.349 3.220
N -1.854 -1.763 4.171
C -0.658 -2.571 4.303
C 0.007 -2.183 5.614
O -0.672 -2.754 6.714
C -0.169 -2.382 7.998
H -6.153 -3.181 4.267
H -5.675 -3.232 5.946
H -4.686 -4.018 4.711
H -3.913 -0.526 3.466
H -4.800 -1.702 2.718
H -2.371 -2.074 2.246
H -2.942 -3.426 3.218
H -2.326 -1.917 5.051
H 0.151 -2.402 3.593
H -0.856 -3.640 4.378
H 0.049 -1.096 5.674
H 1.071 -2.411 5.678
H -0.046 -1.308 8.132
H 0.783 -2.802 8.326
H -0.851 -2.830 8.720
```

---

Entry 2:
DFT (the ωB97M-V functional and the def2-TZVPD basis) results for 14 unconnected molecules or ions with the total composition C47H133N11O14 in a non-equilibrium geometry.

For the HOMO energy, the calculation gives -8.8284 eV. The energy above the lowest of the compared OMol25 structures with the same formula, charge and spin is 0.0000 eV. The gap between HOMO and LUMO comes out at 9.310 eV. Its charge is 0.

XYZ file:
```
205
C47H133N11O14 the ωB97M-V functional and the def2-TZVPD basis
C 6.054 5.076 -2.462
C 5.499 3.831 -1.762
C 4.213 3.388 -2.412
O 3.723 2.182 -1.845
C 2.333 1.939 -2.016
N 6.582 2.805 -1.819
H 6.933 5.430 -1.944
H 5.331 5.875 -2.604
H 6.370 4.785 -3.454
H 5.308 4.123 -0.665
H 4.481 3.200 -3.489
H 3.508 4.156 -2.281
H 1.740 2.958 -2.079
H 2.022 1.323 -1.198
H 2.232 1.543 -2.996
H 6.867 2.691 -2.764
H 6.223 2.012 -1.401
C -3.491 0.090 -2.953
C -3.074 1.491 -3.200
C -3.601 2.518 -2.227
O -5.024 2.552 -2.334
C -5.666 3.651 -2.929
N -1.610 1.542 -3.286
H -4.509 0.043 -2.536
H -2.775 -0.421 -2.260
H -3.487 -0.449 -3.867
H -3.508 1.787 -4.182
H -3.132 3.463 -2.433
H -3.383 2.240 -1.183
H -5.184 4.011 -3.837
H -5.727 4.452 -2.211
H -6.657 3.272 -3.165
H -1.276 2.369 -3.736
H -1.275 0.881 -3.987
C -3.262 5.973 3.744
C -3.106 4.442 3.724
C -3.459 4.010 2.282
O -4.612 4.702 1.902
C -5.232 4.253 0.673
N -1.826 3.927 4.105
H -3.004 6.465 4.723
H -4.337 6.080 3.489
H -2.624 6.457 2.986
H -3.842 3.968 4.375
H -3.599 2.921 2.283
H -2.567 4.232 1.629
H -6.158 4.847 0.577
H -5.445 3.160 0.683
H -4.599 4.514 -0.189
H -1.091 4.385 3.577
H -1.548 4.131 5.063
C -3.846 -0.521 4.532
C -2.697 0.503 4.446
C -1.355 0.105 5.148
O -1.617 -0.203 6.505
C -0.427 -0.806 7.007
N -2.338 0.652 3.007
H -4.590 -0.224 3.820
H -4.267 -0.440 5.517
H -3.471 -1.559 4.338
H -2.962 1.452 4.901
H -0.678 1.032 5.092
H -0.867 -0.738 4.651
H -0.646 -0.971 8.065
H 0.418 -0.126 6.993
H -0.108 -1.678 6.427
H -1.818 1.497 2.859
H -3.125 0.623 2.361
C -6.538 -1.144 -0.611
C -5.726 -0.891 0.668
C -5.174 -2.272 1.163
O -6.255 -3.189 1.345
C -5.847 -4.535 1.528
N -4.632 0.099 0.565
H -5.771 -1.249 -1.353
H -7.074 -0.276 -0.950
H -7.189 -1.968 -0.556
H -6.317 -0.567 1.539
H -4.588 -2.083 2.100
H -4.396 -2.635 0.390
H -5.051 -4.809 0.829
H -6.644 -5.280 1.280
H -5.477 -4.695 2.579
H -3.909 -0.280 -0.071
H -4.909 0.959 0.098
C 0.194 -8.292 -1.134
C 0.777 -7.162 -1.852
C 0.337 -5.784 -1.369
O -0.979 -5.461 -1.826
C -1.478 -4.226 -1.380
N 2.214 -7.150 -1.891
H 0.536 -9.252 -1.569
H -0.886 -8.281 -1.058
H 0.703 -8.319 -0.164
H 0.570 -7.204 -2.976
H 1.029 -4.904 -1.623
H 0.303 -5.830 -0.282
H -2.281 -3.947 -1.994
H -0.751 -3.390 -1.492
H -1.723 -4.243 -0.338
H 2.493 -8.026 -2.319
H 2.576 -7.153 -0.980
C -0.046 -3.624 3.260
C 0.427 -2.339 2.693
C 1.865 -2.448 2.106
O 2.680 -2.907 3.135
C 4.009 -3.113 2.779
N -0.525 -1.921 1.619
H 0.436 -4.030 4.213
H 0.123 -4.320 2.424
H -1.062 -3.496 3.410
H 0.375 -1.597 3.514
H 2.336 -1.514 1.698
H 1.779 -3.202 1.314
H 4.512 -2.135 2.525
H 4.059 -3.846 1.964
H 4.538 -3.510 3.688
H -1.181 -2.627 1.360
H -1.015 -1.037 1.825
C 4.671 -4.628 -0.727
C 5.427 -5.409 0.350
C 4.747 -6.692 0.727
O 3.481 -6.456 1.368
C 2.999 -7.636 1.999
N 6.746 -5.807 -0.238
H 4.451 -5.219 -1.639
H 5.283 -3.740 -0.983
H 3.742 -4.338 -0.303
H 5.606 -4.722 1.238
H 5.386 -7.275 1.372
H 4.728 -7.260 -0.223
H 2.160 -7.383 2.596
H 3.676 -8.194 2.661
H 2.733 -8.411 1.269
H 7.179 -5.087 -0.833
H 7.499 -5.925 0.490
C 1.526 -3.215 -4.211
C 0.879 -1.972 -4.868
C -0.591 -1.805 -4.535
O -1.145 -0.651 -5.180
C -1.371 -0.809 -6.588
N 1.629 -0.693 -4.540
H 2.546 -3.279 -4.590
H 1.087 -4.163 -4.492
H 1.467 -3.062 -3.141
H 0.914 -2.177 -5.932
H -0.726 -1.651 -3.465
H -1.235 -2.636 -4.840
H -0.476 -0.716 -7.233
H -2.001 0.032 -6.852
H -1.833 -1.764 -6.775
H 1.609 -0.640 -3.540
H 1.193 0.089 -4.990
C 1.218 5.071 2.510
C 2.324 4.266 1.730
C 1.932 2.812 1.657
O 1.853 2.274 3.002
C 1.571 0.884 2.985
N 2.457 4.944 0.496
H 1.592 6.119 2.491
H 1.016 4.731 3.553
H 0.346 4.993 1.799
H 3.295 4.335 2.264
H 2.679 2.154 1.193
H 0.955 2.718 1.123
H 2.181 0.398 2.201
H 0.520 0.665 2.921
H 1.963 0.352 3.882
H 3.129 4.575 -0.090
H 1.588 5.000 -0.071
C -1.389 6.568 -0.351
C -1.582 5.478 -1.393
C -0.863 5.971 -2.631
O -1.319 5.217 -3.774
C -2.427 5.924 -4.331
N -0.925 4.200 -0.960
H -1.908 7.495 -0.513
H -0.315 6.817 -0.368
H -1.600 6.206 0.648
H -2.689 5.368 -1.601
H 0.206 5.898 -2.607
H -1.020 7.058 -2.808
H -3.264 6.190 -3.649
H -2.915 5.263 -5.017
H -2.057 6.842 -4.835
H -1.381 3.747 -0.185
H -0.991 3.543 -1.708
C 5.628 0.866 2.693
O 4.734 -0.131 2.276
H 5.634 1.751 2.065
H 5.285 1.119 3.695
H 6.695 0.571 2.743
H 4.650 -0.099 1.318
C 4.633 -0.707 -1.341
O 5.212 0.296 -0.544
H 5.186 -1.585 -1.248
H 3.581 -0.898 -1.139
H 4.676 -0.397 -2.367
H 4.568 1.004 -0.602
C -0.349 0.430 -0.391
O 0.350 -0.692 -0.847
H -1.358 0.186 -0.040
H 0.132 0.878 0.526
H -0.389 1.216 -1.167
H 0.186 -1.353 -0.150
```